Formula: C9H11O3
Source: OMol25
Level of theory: ωB97M-V with the def2-TZVPD basis set

```
23
Properties=species:S:1:pos:R:3:forces:R:3:nbo_charge:R:1
O -1.8404 -1.2918 1.7329 -0.4 0.1 -0.1 -0.811
O -3.3342 -2.9797 1.7935 0.2 0.2 0.0 -0.792
O 2.0704 3.3099 -2.0584 0.0 0.0 0.0 -0.694
C 1.8534 2.1231 -1.3699 0.5 0.7 -0.4 0.283
C -2.8438 -1.9251 1.3255 -0.2 -0.2 0.2 0.769
C 2.4720 0.4868 0.2438 0.6 -0.2 0.5 -0.205
C -3.6039 -1.3889 0.0764 0.4 0.1 0.8 -0.742
C 2.7759 1.6573 -0.4383 -0.8 0.5 -0.3 -0.305
C 0.6932 1.4360 -1.6673 -0.1 -0.5 0.7 -0.275
C 0.8506 -1.3722 0.8998 0.7 1.8 0.0 -0.635
C 1.2779 -0.1832 0.0665 -0.4 -0.6 -0.8 -0.017
C 0.4139 0.2966 -0.9163 -0.4 0.6 -0.3 -0.174
H 1.7409 -1.7368 1.4113 -0.2 -0.6 0.0 0.185
H -0.0247 1.8060 -2.3886 0.2 0.1 0.0 0.217
H 0.2676 -2.0787 0.3239 0.2 -0.3 0.1 0.232
H 3.1758 0.0497 0.9479 0.0 0.3 0.1 0.200
H -3.4271 -2.1180 -0.7063 -0.3 -0.1 -0.3 0.200
H 2.8057 3.7927 -1.6648 -0.1 -0.2 0.0 0.467
H 3.5923 2.3391 -0.2067 0.3 -0.5 0.1 0.193
H -3.2591 -0.4053 -0.2330 0.1 0.1 -0.1 0.185
H -0.5573 -0.1609 -1.0640 0.1 -0.3 0.1 0.225
H 0.1704 -0.9109 1.6149 -0.1 -0.7 0.3 0.292
H -4.6498 -1.3387 0.3754 -0.1 -0.1 -0.4 0.204
```
Forces are in eV/Å.

Output
total charge = -1
energy relative to the best compared isomer or geometry (same formula, charge and spin) = 1.033 eV
Kohn-Sham gap = 6.8 eV